1.
The following is a quantum chemistry calculation of a gas-phase ion, C5H11N4 (charge +1) in a non-equilibrium geometry, from OMol25.

The HOMO energy is -11.6890 eV. As for the LUMO energy: -0.1201 Eh. As for the charge: +1.

Geometry (Å):
N1 0.8725 -0.3981 1.1034
N2 0.5202 -1.3432 -1.0744
N3 0.8061 1.6092 2.1600
N4 -1.3812 -0.9847 -2.5439
C1 -0.4315 -1.1439 -1.7207
C2 1.2098 0.9237 1.1193
C3 1.3825 -1.2060 0.0706
C4 0.0772 1.1583 3.3402
C5 -1.4382 0.0836 -3.5319
H1 -2.1570 -1.6403 -2.5373
H2 -0.9705 0.9517 3.1023
H3 0.2976 -0.8533 1.8097
H4 2.2993 -0.7601 -0.3329
H5 -1.5430 -0.3456 -4.5284
H6 1.0524 2.5889 2.1500
H7 -0.5301 0.6797 -3.4922
H8 0.1115 1.9338 4.0999
H9 0.5364 0.2576 3.7502
H10 1.5829 -2.2364 0.3841
H11 -2.2970 0.7253 -3.3282

=====

2.
The following is a quantum chemistry calculation of 2 unconnected molecules or ions with the total composition C5H11N4O in a non-equilibrium geometry, from OMol25.

The HOMO energy is -13.7703 eV. As for the LUMO energy: -0.1866 Eh. As for the charge: +1.

Geometry (Å):
O1 -1.2086 2.0076 -2.0547
N1 0.4133 -2.9590 0.9975
N2 -0.0380 2.4614 1.7737
N3 -0.5905 1.9166 0.6892
N4 -0.1264 -1.3994 -1.0450
C1 1.0041 1.6568 2.0973
C2 -0.9821 0.6912 -2.0589
C3 -0.3051 0.0594 -0.9178
C4 0.0796 0.7703 0.2586
C5 1.1019 0.5739 1.2021
H1 1.7446 1.9415 2.8047
H2 -1.3802 2.4331 0.4599
H3 -0.3514 -1.8431 -1.9053
H4 -1.9676 0.2065 -2.2578
H5 0.2881 -1.8512 -0.0307
H6 1.4018 -3.4088 1.1142
H7 0.2253 -2.4651 1.8388
H8 -0.4309 2.5257 -1.9511
H9 -0.3618 -3.6078 0.9478
H10 -0.2403 0.5027 -3.0020
H11 1.7240 -0.2121 1.0392

=====

3.
The following is a quantum chemistry calculation of a gas-phase ion, C5H11N4S2 (charge +1) in a non-equilibrium geometry, from OMol25.

The HOMO energy is -12.3413 eV. As for the LUMO energy: -0.1844 Eh. As for the charge: +1.

Geometry (Å):
S1 -2.9172 -0.0163 -0.5208
S2 2.9199 -0.6579 -0.0248
N1 0.7599 1.0206 0.0136
N2 0.6606 -2.4377 -0.3885
N3 -0.5425 1.1698 -0.0211
N4 0.2948 -1.1708 -0.3742
C1 1.2243 -0.2123 -0.1642
C2 -3.3188 -1.5013 0.4619
C3 -1.3712 0.0924 0.0413
C4 3.8276 0.8692 0.1413
C5 -1.1003 2.4681 -0.1553
H1 -2.3862 -2.0784 0.5538
H2 -1.4680 2.4456 -1.1356
H3 3.5653 1.3131 1.1360
H4 3.6738 1.5801 -0.6385
H5 -3.6132 -1.3498 1.4930
H6 -0.3016 3.1626 -0.1655
H7 0.4189 -2.9230 -1.2643
H8 -1.9098 2.7347 0.4545
H9 0.8323 -2.9358 0.4514
H10 4.7797 0.5552 0.1454
H11 -4.0283 -2.1283 -0.0392

=====

4.
The following is a quantum chemistry calculation of 2 unconnected molecules or ions with the total composition C5H11N5 in a non-equilibrium geometry, from OMol25.

The HOMO energy is -8.5485 eV. As for the LUMO energy: 0.0267 Eh. As for the charge: 0.

Geometry (Å):
N1 -0.1385 -0.2701 0.8993
N2 -3.2942 0.8040 0.4502
N3 -2.6038 -0.6298 -0.8945
N4 -4.0564 -0.3099 0.6883
N5 -0.7092 -1.3925 0.8132
C1 1.6323 -0.7543 -0.8063
C2 0.8130 0.2924 0.0111
C3 -2.3347 0.6385 -0.4230
C4 1.6463 1.1964 0.9571
C5 -3.5921 -1.1984 -0.1305
H1 1.0068 1.7556 1.6119
H2 2.2966 0.4649 1.4617
H3 2.1362 2.0857 0.4384
H4 2.2831 -1.2341 -0.0866
H5 -3.8668 -2.1662 -0.1802
H6 0.8551 -1.3726 -1.3765
H7 0.2690 0.7377 -0.7632
H8 -3.2242 1.4629 1.1157
H9 -1.6953 -1.0533 -1.3757
H10 2.3538 -0.1593 -1.4689
H11 -1.3393 -1.4967 1.6458

=====

5.
The following is a quantum chemistry calculation of a gas-phase ion, C5H11N5S (charge +2) in a non-equilibrium geometry, from OMol25.

The HOMO energy is -16.1754 eV. As for the LUMO energy: -0.3115 Eh. As for the charge: +2.

Geometry (Å):
S1 -1.7057 -0.7623 -0.2729
N1 -5.0954 -0.0882 0.7975
N2 -1.0000 1.9009 -0.1302
N3 1.7724 -2.9147 0.0021
N4 0.9870 -1.8333 0.0878
N5 0.8961 0.4853 -0.0713
C1 -3.3544 -0.6236 -0.8798
C2 -0.4354 0.6876 -0.1896
C3 1.5164 -0.6652 0.0692
C4 -4.3055 -0.4962 0.0232
C5 1.7291 1.6887 0.1187
H1 2.2245 2.0504 -0.7626
H2 2.6326 -2.8655 -0.5100
H3 -0.1023 -2.0722 -0.0028
H4 -5.9562 -0.0836 1.2823
H5 1.1640 -3.7022 -0.2023
H6 -0.4660 2.6816 -0.4620
H7 -1.9715 2.0922 -0.2910
H8 2.3819 1.3321 0.8588
H9 1.2196 2.4615 0.4826
H10 2.5444 -0.7178 0.1773
H11 -3.6438 -0.9155 -1.9358

=====

6.
The following is a quantum chemistry calculation of a gas-phase ion, C5H11NO (charge -1) in a non-equilibrium geometry, from OMol25.

The expectation value of S² is 0.75. The HOMO energy (spin up / spin down) is 0.6106 / -2.8825 eV. As for the LUMO energy (spin up / spin down): 0.1467 / 0.1434 Eh. As for the charge: -1. Its spin multiplicity is 2.

Geometry (Å):
O1 3.0023 -0.0174 -0.0445
N1 -0.6286 0.3572 0.0096
C1 -0.8745 1.7654 0.0889
C2 0.5798 -1.5755 0.9876
C3 0.6283 -0.1367 0.5202
C4 -1.3291 -0.3815 -1.0210
C5 1.8134 0.0586 -0.4315
H1 -1.0558 -1.4292 -1.0334
H2 -0.1514 -1.6442 1.8230
H3 0.1252 2.2285 0.0563
H4 -1.3191 2.0580 1.0521
H5 0.2412 -2.3510 0.2900
H6 1.6480 0.5223 -1.4662
H7 1.5173 -1.9923 1.3570
H8 0.8426 0.4872 1.4327
H9 -2.4161 -0.2641 -0.9030
H10 -1.1684 0.0606 -2.0171
H11 -1.4552 2.2544 -0.7006